1.
{
  "formula": "C6H8N2NiO3S",
  "method": "wB97M-V/def2-TZVPD",
  "charge": 2,
  "spin_multiplicity": 3,
  "e_lumo_ev": [-8.8, -12.1],
  "elements": ["O", "C", "Ni", "C", "C", "O", "O", "C", "N", "C", "S", "N", "C", "H", "H", "H", "H", "H", "H", "H", "H"],
  "xyz": [[0.220, 1.727, -5.106], [0.216, 1.074, -4.152], [0.214, -0.185, -2.798], [1.939, -0.671, -3.059], [-1.499, -0.702, -3.010], [2.834, -1.409, -2.985], [-2.416, -1.403, -2.979], [0.771, 1.496, 1.718], [1.093, 0.182, 1.153], [0.053, -0.608, 0.756], [0.231, -1.473, -0.765], [-1.131, -0.638, 1.418], [-1.174, -0.457, 2.872], [-0.238, 1.679, 2.046], [0.976, 2.246, 0.975], [1.379, 1.685, 2.588], [1.769, 0.215, 0.374], [-1.681, -1.440, 1.106], [-1.947, 0.216, 3.234], [-1.338, -1.438, 3.282], [-0.272, -0.095, 3.335]],
  "forces_ev_per_a": [[0.00, -2.76, 3.98], [-0.07, 4.45, -5.26], [0.05, 0.87, 1.30], [5.60, -4.87, 0.45], [-5.29, -4.18, 0.02], [-3.46, 3.53, -0.61], [3.04, 2.91, -0.32], [0.68, 0.98, 0.77], [-1.89, -1.34, -2.17], [-0.64, 1.86, 1.59], [0.08, -0.40, 0.30], [2.41, -1.16, -1.36], [-0.42, 0.09, 1.16], [-0.50, -0.62, -0.25], [0.28, 0.33, -0.34], [0.42, 0.03, 0.16], [0.10, 0.19, 1.11], [-0.36, 0.51, 0.12], [-0.34, -0.04, -0.53], [-0.28, -0.38, 0.31], [0.60, 0.00, -0.43]]
}

=====

2.
{
  "formula": "C6H8N2O",
  "method": "wB97M-V/def2-TZVPD",
  "charge": 0,
  "e_above_lowest_kcal_mol": 125.81,
  "smiles": "C=C=NC(=C)/[N+]([O-])=C/C",
  "e_lumo_ev": 0.1,
  "elements": ["C", "C", "C", "C", "C", "C", "N", "N", "O", "H", "H", "H", "H", "H", "H", "H", "H"],
  "xyz": [[-1.263, -0.213, 1.912], [0.296, -0.265, -1.209], [-0.224, 1.440, 0.407], [-1.610, -1.166, 2.718], [-0.376, 2.706, 0.682], [1.236, -0.804, -2.221], [-0.841, 0.419, 0.971], [0.444, 0.950, -0.728], [1.269, 1.730, -1.314], [-2.402, -1.118, 3.437], [-1.013, -2.039, 2.595], [0.248, 3.447, 0.190], [-0.701, 3.103, 1.616], [2.353, -0.724, -1.809], [1.219, -0.339, -3.228], [1.124, -1.821, -2.321], [-0.459, -1.014, -0.898]],
  "forces_ev_per_a": [[1.11, 0.91, -1.65], [-0.40, -1.03, 0.16], [-0.44, 0.07, -0.22], [-0.40, -0.04, 0.59], [1.89, 2.16, 0.34], [2.92, 2.49, 0.56], [-2.71, -2.07, 2.43], [1.49, -0.76, -2.69], [0.20, 0.40, 0.35], [-0.16, 0.06, 0.07], [0.30, -0.68, 0.25], [-0.36, -0.39, -0.69], [-0.89, -0.42, 0.55], [-2.19, 0.38, -0.88], [0.00, 0.02, 0.72], [-0.74, -2.36, -0.32], [0.38, 1.28, 0.45]]
}